[1]
An isolated molecule of C3H6N2O, computed with ωB97M-V/def2-TZVPD.

Last column: Löwdin charge in e.
Element x y z (Å)
N1 -1.302 -0.616 0.578  -0.002
C1 -0.586 0.237 -0.362  -0.193
C2 0.880 0.481 0.151  -0.381
O1 1.254 -0.462 1.106  -0.034
C3 1.779 0.399 -1.022  -0.165
N2 2.411 0.321 -1.987  0.153
H1 -2.078 -0.144 1.023  0.086
H2 -1.656 -1.449 0.127  0.088
H3 -0.540 -0.242 -1.342  0.116
H4 -1.079 1.205 -0.495  0.119
H5 0.964 1.499 0.560  0.141
H6 0.402 -0.858 1.389  0.072

As for the spin multiplicity: 1. The calculation puts the HOMO energy at -10.616 eV. As for the energy above the lowest of the compared OMol25 structures with the same formula, charge and spin: 142.3 kJ/mol. The total energy is -302.6389 a.u. The total charge is 0. Its gap between HOMO and LUMO is 11.2 eV.

=====

[2]
The ion C3H5O2S with charge -1, computed with ωB97M-V/def2-TZVPD.

Last column: Löwdin charge in e.
Element x y z (Å)
O1 -1.381 0.171 -2.070  -0.079
C1 -1.486 0.072 -0.839  -0.766
O2 -2.364 -0.542 -0.175  -0.104
C2 -0.346 0.774 0.019  -0.217
C3 0.435 -0.322 0.679  -0.569
S1 2.244 -0.021 0.953  0.617
H1 0.253 1.292 -0.732  0.083
H2 -0.842 1.535 0.621  0.096
H3 -0.062 -0.696 1.573  0.073
H4 0.448 -1.221 0.068  0.058
H5 2.451 -0.337 2.254  -0.192

As for the spin multiplicity: 1. The calculation puts the HOMO energy at -4.095 eV. As for the energy above the lowest of the compared OMol25 structures with the same formula, charge and spin: 36.0 kJ/mol. The total energy is -666.0320 a.u. The total charge is -1. Its gap between HOMO and LUMO is 7.2 eV.

=====

no.,lowest unoccupied orbital energy (eV)
1,0.56
2,3.14